Density functional theory data (ωB97M-V/def2-TZVPD) for 8 unconnected molecules or ions with the total composition C12H40O6 in a non-equilibrium geometry.

Values from the calculation:
total energy: -25377.5456 eV
SMILES: CCCCCC.CCCCCC.O.O.O.O.O.O

Each atom is followed by the atoms it is bonded to, with distances in Å.
Atoms and positions in Å:
1 O -14.76904 9.02440 4.66870  H35 0.957, H41 0.957
2 O -10.43501 7.28303 4.28147  H25 0.957, H32 0.957
3 O -13.09822 7.05588 5.96664  H28 0.957, H31 0.957
4 O -10.16444 8.16922 7.22311  H50 0.957, H53 0.957
5 O -13.14192 7.62743 8.58402  H56 0.957, H57 0.957
6 O -15.86457 8.43113 7.77655  H27 0.957, H44 0.957
7 C -12.93943 3.47811 8.86423  C15 1.532, H24 1.090, H42 1.090, H58 1.090
8 C -9.39774 1.22673 4.86044  C17 1.541, H29 1.090, H45 1.090, H51 1.090
9 C -15.71666 4.30962 3.79644  C13 1.561, H36 1.090, H43 1.090, H52 1.090
10 C -15.33842 -0.79716 7.38460  C11 1.542, H30 1.090, H33 1.090, H46 1.090
11 C -15.31995 0.69562 6.99940  C10 1.542, C16 1.586, H22 1.090, H34 1.090
12 C -11.23046 3.99448 6.99760  C15 1.554, C18 1.520, H21 1.090, H39 1.090
13 C -15.93399 2.95958 4.54985  C9 1.561, C14 1.526, H37 1.090, H47 1.090
14 C -14.60372 2.42545 5.07234  C13 1.526, C16 1.522, H26 1.090, H40 1.090
15 C -11.73153 4.31626 8.43339  C7 1.532, C12 1.554, H48 1.090, H55 1.090
16 C -14.66382 0.99433 5.58623  C11 1.586, C14 1.522, H23 1.090, H49 1.090
17 C -9.87480 2.60572 5.35601  C8 1.541, C18 1.579, H20 1.090, H38 1.090
18 C -10.66372 2.61081 6.72372  C12 1.520, C17 1.579, H19 1.090, H54 1.090
19 H -9.93464 2.41272 7.50940  C18 1.090
20 H -9.09036 3.36228 5.37511  C17 1.090
21 H -10.36574 4.64742 6.87913  C12 1.090
22 H -16.33790 1.05505 7.15015  C11 1.090
23 H -15.13136 0.29181 4.89632  C16 1.090
24 H -12.62664 2.43884 8.76340  C7 1.090
25 H -9.89844 6.92134 4.98682  O2 0.957
26 H -14.22981 3.02764 5.90039  C14 1.090
27 H -14.96918 8.68667 7.55472  O6 0.957
28 H -13.89694 6.54101 5.85182  O3 0.957
29 H -8.86984 1.26055 3.90740  C8 1.090
30 H -15.43328 -0.97075 8.45649  C10 1.090
31 H -13.07566 7.25848 6.90188  O3 0.957
32 H -11.31220 7.35182 4.65835  O2 0.957
33 H -16.10359 -1.36341 6.85359  C10 1.090
34 H -14.75311 1.35247 7.65919  C11 1.090
35 H -14.25908 8.23988 4.46692  O1 0.957
36 H -16.61453 4.67522 3.29816  C9 1.090
37 H -16.41993 2.34526 3.79184  C13 1.090
38 H -10.59754 3.04783 4.67024  C17 1.090
39 H -11.97171 4.20626 6.22702  C12 1.090
40 H -13.81923 2.49296 4.31860  C14 1.090
41 H -14.31328 9.42275 5.41020  O1 0.957
42 H -13.16240 3.59957 9.92424  C7 1.090
43 H -14.93690 4.21367 3.04088  C9 1.090
44 H -15.76560 7.81678 8.50387  O6 0.957
45 H -8.71327 0.76609 5.57277  C8 1.090
46 H -14.34233 -1.18582 7.17274  C10 1.090
47 H -16.71148 3.02504 5.31098  C13 1.090
48 H -10.93373 4.11295 9.14773  C15 1.090
49 H -13.64750 0.60196 5.55088  C16 1.090
50 H -11.09127 8.00165 7.39375  O4 0.957
51 H -10.19392 0.50522 4.67705  C8 1.090
52 H -15.39018 5.15207 4.40619  C9 1.090
53 H -9.80077 8.39934 8.07811  O4 0.957
54 H -11.49256 1.90487 6.67121  C18 1.090
55 H -11.95331 5.37502 8.56728  C15 1.090
56 H -13.25010 8.53682 8.86249  O5 0.957
57 H -12.65367 7.21476 9.29646  O5 0.957
58 H -13.82692 3.58551 8.24058  C7 1.090

Just the natural (NBO) charges please, in e? Sure, here they are:
1 O -0.933
2 O -0.951
3 O -0.988
4 O -0.933
5 O -0.962
6 O -0.919
7 C -0.617
8 C -0.612
9 C -0.599
10 C -0.610
11 C -0.399
12 C -0.396
13 C -0.401
14 C -0.402
15 C -0.376
16 C -0.391
17 C -0.390
18 C -0.394
19 H 0.192
20 H 0.200
21 H 0.200
22 H 0.196
23 H 0.194
24 H 0.207
25 H 0.470
26 H 0.191
27 H 0.453
28 H 0.481
29 H 0.213
30 H 0.212
31 H 0.486
32 H 0.480
33 H 0.208
34 H 0.192
35 H 0.476
36 H 0.213
37 H 0.201
38 H 0.195
39 H 0.203
40 H 0.207
41 H 0.456
42 H 0.206
43 H 0.204
44 H 0.467
45 H 0.201
46 H 0.200
47 H 0.202
48 H 0.195
49 H 0.198
50 H 0.467
51 H 0.205
52 H 0.184
53 H 0.465
54 H 0.196
55 H 0.167
56 H 0.489
57 H 0.498
58 H 0.203

Density functional theory data (ωB97M-V/def2-TZVPD) for 8 unconnected molecules or ions with the total composition C12H40O8 in a non-equilibrium geometry.

Values from the calculation:
energy relative to the best compared isomer or geometry (same formula, charge and spin): 10.7 kcal/mol
total charge: -1
⟨S²⟩: 0.751
multiplicity: 2

Each atom is followed by the atoms it is bonded to, with distances in Å.
Atoms and positions in Å:
1 O 0.64498 0.31051 1.15486  C10 1.415, H24 0.960
2 O -3.44522 1.63319 -1.13620  C18 1.472, H57 0.960
3 O 1.41745 2.76414 -0.29948  H33 0.957, H52 0.957
4 O -1.04063 0.07995 3.21864  H44 0.957, H50 0.957
5 O -1.84498 -3.92747 -5.01028  C16 1.457, H22 0.960
6 O 0.43650 1.38484 -2.43858  C20 1.407, H26 0.960
7 O 1.78944 2.03171 3.50046  C12 1.425, H21 0.960
8 O 4.24979 -1.36730 0.62573  H39 0.957, H56 0.957
9 C 1.32108 -0.36370 -3.76317  C20 1.522, H46 1.090, H47 1.090, H49 1.090
10 C 1.04610 -0.95570 0.66724  O1 1.415, C11 1.474, H31 1.090, H43 1.090
11 C -0.05453 -1.74769 0.08913  C10 1.474, H23 1.090, H27 1.090, H45 1.090
12 C 1.29830 3.29113 3.95213  O7 1.425, C14 1.506, C17 1.491, H30 1.090
13 C -1.38246 -3.23861 -2.81158  C16 1.495, H28 1.090, H36 1.090, H58 1.090
14 C 2.07894 3.72979 5.16323  C12 1.506, H25 1.090, H41 1.090, H54 1.090
15 C -2.57574 2.22137 1.04333  C18 1.505, H29 1.090, H34 1.090, H35 1.090
16 C -1.14517 -4.33568 -3.79951  O5 1.457, C13 1.495, C19 1.562, H38 1.090
17 C -0.17860 3.28463 4.15575  C12 1.491, H40 1.090, H53 1.090, H59 1.090
18 C -2.50654 1.22195 -0.08011  O2 1.472, C15 1.505, H32 1.090, H48 1.090
19 C -1.48820 -5.76238 -3.26457  C16 1.562, H37 1.090, H42 1.090, H60 1.090
20 C 1.62560 0.94377 -3.04705  O6 1.407, C9 1.522, H51 1.090, H55 1.090
21 H 0.99095 1.73254 3.05944  O7 0.960
22 H -2.07685 -2.99820 -4.94474  O5 0.960
23 H -0.57740 -1.14617 -0.65443  C11 1.090
24 H -0.06006 0.16145 1.78913  O1 0.960
25 H 2.03671 3.11161 6.05998  C14 1.090
26 H -0.25933 1.41866 -3.09910  O6 0.960
27 H -0.75011 -2.00382 0.88828  C11 1.090
28 H -1.21888 -2.30009 -3.34124  C13 1.090
29 H -2.41647 3.23530 0.67634  C15 1.090
30 H 1.47025 4.11035 3.25397  C12 1.090
31 H 1.61776 -1.65462 1.27785  C10 1.090
32 H -1.50324 1.07361 -0.47945  C18 1.090
33 H 0.94674 2.45902 -1.07508  O3 0.957
34 H -1.77715 1.94065 1.73002  C15 1.090
35 H -3.59551 2.20441 1.42787  C15 1.090
36 H -0.83756 -3.37237 -1.87707  C13 1.090
37 H -1.31402 -6.51363 -4.03488  C19 1.090
38 H -0.05832 -4.35143 -3.88094  C16 1.090
39 H 4.12030 -0.50474 1.02001  O8 0.957
40 H -0.57938 2.64617 4.94304  C17 1.090
41 H 1.80440 4.75426 5.41461  C14 1.090
42 H -0.95266 -6.12147 -2.38573  C19 1.090
43 H 1.85732 -0.82453 -0.04888  C10 1.090
44 H -1.95157 0.19984 3.48706  O4 0.957
45 H 0.28351 -2.74240 -0.20137  C11 1.090
46 H 1.23550 -1.17073 -3.03551  C9 1.090
47 H 2.04704 -0.71977 -4.49412  C9 1.090
48 H -2.82793 0.21495 0.18592  C18 1.090
49 H 0.39755 -0.35207 -4.34200  C9 1.090
50 H -0.55609 0.00502 4.04072  O4 0.957
51 H 2.43367 0.96053 -2.31572  C20 1.090
52 H 1.31129 2.05864 0.33867  O3 0.957
53 H -0.50903 4.29207 4.40871  C17 1.090
54 H 3.14825 3.66556 4.96187  C14 1.090
55 H 1.90504 1.69805 -3.78263  C20 1.090
56 H 4.60960 -1.90282 1.33283  O8 0.957
57 H -3.05885 1.51296 -2.00675  O2 0.960
58 H -2.40825 -3.10809 -2.46690  C13 1.090
59 H -0.63918 2.97328 3.21819  C17 1.090
60 H -2.53415 -5.84042 -2.96791  C19 1.090

Just the natural (NBO) charges please, in e? Sure, here they are:
1 O -0.786
2 O -0.762
3 O -0.991
4 O -1.445
5 O -0.731
6 O -0.736
7 O -0.725
8 O -0.950
9 C -0.647
10 C -0.093
11 C -0.679
12 C 0.083
13 C -0.645
14 C -0.622
15 C -0.660
16 C 0.100
17 C -0.677
18 C -0.092
19 C -0.634
20 C -0.069
21 H 0.478
22 H 0.468
23 H 0.201
24 H 0.502
25 H 0.204
26 H 0.467
27 H 0.217
28 H 0.193
29 H 0.206
30 H 0.145
31 H 0.158
32 H 0.178
33 H 0.480
34 H 0.225
35 H 0.206
36 H 0.232
37 H 0.210
38 H 0.153
39 H 0.479
40 H 0.206
41 H 0.195
42 H 0.218
43 H 0.165
44 H 0.380
45 H 0.198
46 H 0.221
47 H 0.211
48 H 0.164
49 H 0.192
50 H 0.406
51 H 0.210
52 H 0.493
53 H 0.201
54 H 0.207
55 H 0.149
56 H 0.464
57 H 0.455
58 H 0.209
59 H 0.211
60 H 0.206